C5H13NO | ωB97M-V/def2-TZVPD

Output
SMILES = C[C@@H](CO)N(C)C
frontier orbital gap = 9.38 eV
lowest unoccupied orbital energy = 0.943 eV
ΔE to the lowest compared entry with this formula, charge and spin = 40.80 kcal per mole
total energy = -328.25383 Eh

Geometry (Å):
C (-0.52, 0.84, 2.08)
N (-0.51, 0.81, 0.63)
C (-1.89, 0.76, 0.03)
C (-0.11, -1.70, 0.16)
C (0.32, -0.22, 0.08)
C (0.76, 0.09, -1.40)
O (2.10, -0.36, -1.55)
H (0.49, 1.01, 2.44)
H (-1.03, 1.76, 2.37)
H (-0.95, -0.03, 2.60)
H (-1.84, 0.19, -0.89)
H (-2.20, 1.80, -0.07)
H (-2.51, 0.16, 0.69)
H (-0.55, -1.84, 1.15)
H (-0.97, -1.84, -0.50)
H (0.65, -2.43, -0.07)
H (1.33, -0.10, 0.49)
H (0.08, -0.44, -2.06)
H (0.79, 1.15, -1.62)
H (2.20, -1.01, -2.26)